Entry 1
Computed, not measured: 2 unconnected molecules or ions with the total composition C4H13N3O, with ωB97M-V with the def2-TZVPD basis set.

```
21
C4H13N3O ωB97M-V with the def2-TZVPD basis set
C -0.361 2.122 -0.612
C 2.099 -1.021 0.287
C -0.286 -0.895 0.899
C 0.706 -1.562 0.219
N -1.162 1.618 -1.528
N -0.263 3.375 -0.291
N -1.617 -1.622 1.126
O 0.521 -2.573 -0.651
H 2.500 -0.498 -0.664
H 2.367 -0.323 1.031
H 0.241 1.309 -0.156
H -0.053 -0.140 1.620
H 2.804 -1.856 0.377
H -1.193 0.670 -1.925
H -1.599 2.234 -2.157
H 0.345 3.576 0.479
H -0.778 4.171 -0.674
H -1.738 -1.898 2.159
H -1.457 -2.539 0.832
H -2.491 -1.257 0.638
H 1.418 -2.890 -1.009
```

Output
**Total charge**: +2
**HOMO-LUMO gap**: 10.7 eV
**HOMO**: -17.415 eV

These are the Löwdin partial charges, in e, on atoms 1 to 2: number 1, C, carries -0.176; number 2, C, carries -0.016

=====

Entry 2
Computed, not measured: 2 unconnected molecules or ions with the total composition C4H13N3O, with ωB97M-V with the def2-TZVPD basis set.

```
21
C4H13N3O ωB97M-V with the def2-TZVPD basis set
C -1.101 -1.709 0.738
C 0.345 1.413 -1.974
C 2.266 0.800 -0.372
C 0.116 1.022 0.610
N -2.271 -2.065 0.151
N -0.884 -2.380 1.849
N 0.968 1.541 -0.632
O -0.341 2.002 1.206
H 1.055 1.862 -2.684
H 0.252 0.349 -2.218
H -0.608 1.887 -2.078
H 2.102 0.461 0.596
H 2.296 -0.162 -0.971
H 3.172 1.410 -0.547
H -0.456 -1.077 0.387
H -2.376 -2.140 -0.797
H -3.194 -2.540 0.461
H -0.176 -1.935 2.425
H -1.501 -3.060 2.267
H 1.097 2.545 -0.446
H -0.761 1.774 2.029
```

Output
**Total charge**: +2
**HOMO-LUMO gap**: 10.6 eV
**HOMO**: -18.604 eV

These are the Löwdin partial charges, in e, on atoms 1 to 2: number 1, C, carries -0.120; number 2, C, carries 0.022

=====

The structure with the least stability is entry 2.

=====

Entry 1
Computed, not measured: a molecular structure, C6H17NO2, with ωB97M-V with the def2-TZVPD basis set.

```
26
C6H17NO2 ωB97M-V with the def2-TZVPD basis set
C 1.941 0.315 0.484
C 1.082 1.396 0.506
C 1.748 -0.870 1.367
C 3.070 0.252 -0.491
N -0.352 -0.660 -2.446
O 0.127 -0.244 -1.198
H 0.062 -0.089 -3.180
H -1.367 -0.575 -2.479
H 1.429 2.339 0.095
H 0.274 0.822 -0.616
H 0.437 1.518 1.368
H 1.740 -1.791 0.786
H 2.589 -0.931 2.066
H 0.819 -0.819 1.928
H 3.060 1.093 -1.182
H 3.038 -0.679 -1.058
H 4.018 0.278 0.056
C -2.441 -0.189 1.094
C -3.291 0.154 -0.125
O -1.532 -1.245 0.855
H -0.951 -0.990 0.110
H -1.911 0.715 1.433
H -3.081 -0.519 1.916
H -4.028 0.920 0.120
H -2.661 0.532 -0.930
H -3.817 -0.733 -0.480
```

Output
**Total charge**: 0
**HOMO-LUMO gap**: 9.0 eV
**HOMO**: -8.398 eV

These are the Löwdin partial charges, in e, on atoms 1 to 2: number 1, C, carries -0.364; number 2, C, carries -0.044

=====

Entry 2
Computed, not measured: 3 unconnected molecules or ions with the total composition C6H17NO2, with ωB97M-V with the def2-TZVPD basis set.

```
26
C6H17NO2 ωB97M-V with the def2-TZVPD basis set
C 1.062 -2.800 -0.673
C -0.137 -2.357 0.178
C 0.245 -1.869 1.580
C 1.232 -0.672 1.552
N -0.981 2.355 0.691
C -0.570 1.024 0.760
C 0.593 0.699 1.328
H 0.835 -3.129 -1.687
H 1.719 -1.921 -0.733
H 1.624 -3.534 -0.087
H -0.830 -1.693 -0.335
H -0.719 -3.308 0.234
H 0.626 -2.723 2.142
H -0.640 -1.479 2.110
H 1.699 -0.549 2.522
H 2.047 -0.838 0.862
H -0.888 2.915 1.518
H -1.801 2.532 0.142
H -1.151 0.255 0.269
H 1.321 1.457 1.634
H 1.577 2.300 -2.154
H 0.362 1.598 -1.667
O 0.807 1.823 -2.510
H -1.410 1.332 -2.467
H -2.748 0.879 -2.050
O -1.967 1.286 -1.675
```

Output
**Total charge**: 0
**SMILES string**: CCCC/C=C/N.O.O
**HOMO-LUMO gap**: 8.4 eV
**HOMO**: -7.785 eV

These are the Löwdin partial charges, in e, on atoms 1 to 2: number 1, C, carries -0.110; number 2, C, carries -0.274

=====

The structure with the least stability is entry 1.

=====

Entry 1
Computed, not measured: 2 unconnected molecules or ions with the total composition C3H9NS, with ωB97M-V with the def2-TZVPD basis set.

```
14
C3H9NS ωB97M-V with the def2-TZVPD basis set
C -2.706 0.817 0.735
N -2.480 1.150 -0.562
H -3.244 -0.095 0.952
H -2.114 1.148 1.668
H 0.602 0.374 1.601
H -2.057 0.382 -1.095
C 2.057 0.150 -0.705
C 1.039 -1.058 -0.360
S -0.109 -0.683 1.100
H 1.777 1.118 -0.558
H 2.531 -0.084 -1.636
H 2.762 -0.020 0.035
H 1.740 -1.803 -0.174
H 0.202 -1.396 -1.002
```

Output
**Total charge**: +1
**HOMO-LUMO gap (spin up / spin down)**: 7.2 / 5.5 eV
**HOMO (spin up / spin down)**: -13.943 / -13.655 eV
**Expectation value of S²**: 0.7638
**Spin multiplicity**: 2

These are the Löwdin partial charges, in e, on atoms 1 to 2: number 1, C, carries 0.094; number 2, N, carries 0.226

=====

Entry 2
Computed, not measured: 2 unconnected molecules or ions with the total composition C3H9NS, with ωB97M-V with the def2-TZVPD basis set.

```
14
C3H9NS ωB97M-V with the def2-TZVPD basis set
C -1.102 1.452 1.758
N -0.585 0.577 2.500
H -2.185 1.519 1.836
H -0.650 2.244 1.152
H 0.353 0.237 2.306
C 1.295 -1.341 -0.224
S 0.793 0.333 -0.622
C -0.304 0.015 -1.973
H 1.626 -1.252 0.803
H 0.379 -1.924 -0.141
H 2.144 -1.698 -0.803
H 0.119 -0.702 -2.670
H -0.670 0.952 -2.387
H -1.214 -0.414 -1.534
```

Output
**Total charge**: +1
**HOMO-LUMO gap (spin up / spin down)**: 10.0 / 4.9 eV
**HOMO (spin up / spin down)**: -13.581 / -13.517 eV
**Expectation value of S²**: 0.7533
**Spin multiplicity**: 2

These are the Löwdin partial charges, in e, on atoms 1 to 2: number 1, C, carries -0.163; number 2, N, carries 0.048

=====

The structure with the least stability is entry 1.

=====

Entry 1
Computed, not measured: 2 unconnected molecules or ions with the total composition C4H9O2S, with ωB97M-V with the def2-TZVPD basis set.

```
16
C4H9O2S ωB97M-V with the def2-TZVPD basis set
C -0.114 0.168 1.301
C 1.398 -2.030 2.275
S 0.993 -0.331 2.632
H -0.690 -0.636 0.888
H -0.860 0.851 1.762
H 0.147 0.620 0.316
H 1.167 -2.609 3.211
H 2.356 -2.033 1.868
H 0.853 -2.597 1.518
C 0.344 1.133 -2.875
C -1.078 0.682 -2.308
O -1.929 1.554 -2.228
O -1.079 -0.523 -1.891
H 0.201 1.236 -3.885
H 0.984 0.374 -2.561
H 0.717 2.110 -2.640
```

Output
**Total charge**: -1
**HOMO-LUMO gap**: 7.0 eV
**HOMO**: -3.968 eV

These are the Löwdin partial charges, in e, on atoms 1 to 2: number 1, C, carries -0.447; number 2, C, carries -0.466

=====

Entry 2
Computed, not measured: 2 unconnected molecules or ions with the total composition C4H9O2S, with ωB97M-V with the def2-TZVPD basis set.

```
16
C4H9O2S ωB97M-V with the def2-TZVPD basis set
C 1.759 0.988 -1.225
C 0.567 1.916 -0.996
S 0.363 2.458 0.717
H 1.552 0.014 -0.772
H 2.646 1.387 -0.744
H 1.934 0.843 -2.296
H -0.348 1.410 -1.303
H 0.669 2.814 -1.600
O -0.618 -1.085 -0.511
C -1.059 -1.104 0.649
O -1.310 -0.123 1.395
C -1.401 -2.472 1.265
H -0.313 1.325 1.133
H -0.680 -2.687 2.043
H -1.358 -3.266 0.528
H -2.399 -2.418 1.716
```

Output
**Total charge**: -1
**HOMO-LUMO gap**: 8.3 eV
**HOMO**: -4.555 eV

These are the Löwdin partial charges, in e, on atoms 1 to 2: number 1, C, carries -0.196; number 2, C, carries -0.658

=====

The structure with the least stability is entry 1.

=====

Entry 1
Computed, not measured: 11 unconnected molecules or ions with the total composition H22O11, with ωB97M-V with the def2-TZVPD basis set.

```
33
H22O11 ωB97M-V with the def2-TZVPD basis set
O 0.761 -0.682 0.067
H -0.061 -1.042 -0.266
H 0.590 0.254 0.167
O -2.947 -0.658 -1.906
H -3.201 -0.289 -2.751
H -2.528 0.068 -1.443
O 2.973 2.840 0.677
H 2.122 2.593 1.040
H 3.550 2.897 1.438
O 0.505 -0.046 -3.387
H 0.982 -0.749 -2.948
H 0.924 0.029 -4.245
O 2.537 -2.107 2.041
H 2.002 -1.370 1.746
H 2.257 -2.261 2.943
O -1.254 1.105 -0.906
H -0.551 1.081 -1.555
H -1.299 2.022 -0.634
O 2.344 1.705 -1.857
H 2.695 1.895 -0.987
H 2.330 0.749 -1.907
O -1.861 -2.040 2.146
H -1.312 -2.266 1.396
H -2.749 -2.267 1.872
O -2.253 -3.331 -1.214
H -2.397 -2.418 -1.463
H -3.040 -3.788 -1.512
O 0.467 2.354 1.097
H 0.383 3.279 1.331
H -0.040 1.891 1.764
O -0.515 0.552 3.049
H -0.208 -0.117 3.660
H -1.206 0.119 2.547
```

Output
**Total charge**: 0
**SMILES string**: O.O.O.O.O.O.O.O.O.O.O
**HOMO-LUMO gap**: 10.8 eV
**HOMO**: -10.716 eV

These are the Löwdin partial charges, in e, on atoms 1 to 2: number 1, O, carries -0.027; number 2, H, carries 0.031

=====

Entry 2
Computed, not measured: a molecular structure, H22O11, with ωB97M-V with the def2-TZVPD basis set.

```
33
H22O11 ωB97M-V with the def2-TZVPD basis set
O 1.851 -18.192 -13.077
H 1.982 -17.246 -13.140
H 2.612 -18.569 -13.519
O 0.364 -18.161 -10.358
H -0.404 -18.725 -10.449
H 0.109 -17.339 -10.776
O 1.136 -14.011 -10.169
H 0.394 -14.116 -10.765
H 1.539 -13.183 -10.430
O -2.042 -15.870 -11.170
H -1.172 -15.692 -10.811
H -2.056 -16.817 -11.307
O 0.352 -16.700 -13.898
H 0.263 -16.340 -14.780
H 0.356 -15.933 -13.325
O -0.294 -14.124 -11.890
H -0.974 -13.458 -11.787
H -0.301 -14.332 -12.825
O 1.973 -16.397 -12.455
H 2.749 -16.699 -11.983
H 2.158 -15.480 -12.658
O -0.005 -16.679 -11.679
H 0.743 -16.782 -12.268
H 0.077 -15.787 -11.341
O -0.851 -18.405 -13.387
H -0.085 -18.279 -13.947
H -0.834 -17.662 -12.785
O -0.409 -15.387 -9.464
H -1.011 -15.973 -9.004
H -0.963 -14.677 -9.786
O 2.084 -18.577 -11.109
H 1.532 -18.405 -11.872
H 2.777 -19.149 -11.437
```

Output
**Total charge**: 0
**HOMO-LUMO gap**: 6.4 eV
**HOMO**: -7.222 eV

These are the Löwdin partial charges, in e, on atoms 1 to 2: number 1, O, carries -0.059; number 2, H, carries -0.180

=====

The structure with the least stability is entry 2.

=====

Entry 1
Computed, not measured: 11 unconnected molecules or ions with the total composition H22O11, with ωB97M-V with the def2-TZVPD basis set.

```
33
H22O11 ωB97M-V with the def2-TZVPD basis set
O 0.658 -18.027 -19.692
H 0.396 -18.508 -18.902
H 1.380 -18.550 -20.071
O 3.203 -19.575 -20.338
H 2.760 -20.181 -20.951
H 3.498 -18.823 -20.892
O 4.372 -21.943 -21.792
H 3.781 -22.350 -21.148
H 4.275 -22.482 -22.587
O -1.221 -21.604 -20.163
H -0.700 -21.173 -19.478
H -0.587 -21.662 -20.898
O 3.026 -22.219 -24.741
H 3.263 -21.751 -25.548
H 2.064 -22.156 -24.687
O 1.078 -21.031 -21.783
H 1.279 -20.341 -22.443
H 1.208 -21.872 -22.243
O 3.850 -17.449 -22.083
H 3.144 -17.742 -22.684
H 4.664 -17.552 -22.586
O 0.189 -23.490 -22.738
H -0.351 -24.288 -22.781
H -0.047 -22.991 -23.536
O 0.026 -21.595 -24.873
H -0.211 -21.504 -25.804
H -0.772 -21.334 -24.392
O 1.858 -18.936 -23.589
H 1.215 -18.305 -23.228
H 1.799 -18.831 -24.547
O 0.583 -23.910 -19.813
H -0.262 -23.779 -19.369
H 0.375 -23.711 -20.734
```

Output
**Total charge**: 0
**SMILES string**: O.O.O.O.O.O.O.O.O.O.O
**HOMO-LUMO gap**: 9.5 eV
**HOMO**: -10.239 eV

These are the Löwdin partial charges, in e, on atoms 1 to 2: number 1, O, carries -0.072; number 2, H, carries 0.028

=====

Entry 2
Computed, not measured: 11 unconnected molecules or ions with the total composition H22O11, with ωB97M-V with the def2-TZVPD basis set.

```
33
H22O11 ωB97M-V with the def2-TZVPD basis set
H 0.186 -0.259 -0.388
H -0.785 -0.797 -1.425
H 3.353 -1.275 -0.656
H 2.100 -0.456 -0.921
H -3.266 1.818 1.745
H -4.335 1.226 2.648
H -4.752 -1.019 -0.944
H -4.175 -1.967 0.094
H -0.954 3.276 -1.186
H -1.023 3.500 0.316
H 2.382 2.872 1.066
H 3.162 2.645 -0.218
H -3.195 0.723 -1.744
H -4.147 -0.132 -2.564
H 4.143 1.221 -0.668
H 4.852 0.943 -1.983
H 0.136 -0.728 2.782
H 1.585 -0.923 3.199
H 3.069 -4.187 -1.110
H 3.281 -3.007 -0.176
H -1.312 -1.986 1.520
H 0.053 -2.626 1.331
O -0.547 0.009 -0.954
O 2.558 -0.941 -0.225
O -3.846 1.054 1.835
O -4.456 -1.928 -0.827
O -0.977 3.975 -0.522
O 2.925 2.218 0.613
O -4.010 0.771 -2.256
O 4.818 1.577 -1.257
O 0.934 -0.238 3.010
O 2.853 -3.254 -1.004
O -0.611 -2.103 0.869
```

Output
**Total charge**: 0
**SMILES string**: O.O.O.O.O.O.O.O.O.O.O
**HOMO-LUMO gap**: 11.3 eV
**HOMO**: -11.350 eV

These are the Löwdin partial charges, in e, on atoms 1 to 2: number 1, H, carries -0.004; number 2, H, carries 0.040

=====

Entry 3
Computed, not measured: 11 unconnected molecules or ions with the total composition H22O11, with ωB97M-V with the def2-TZVPD basis set.

```
33
H22O11 ωB97M-V with the def2-TZVPD basis set
H -0.025 0.021 0.570
H -0.498 0.356 -0.835
H -4.627 -0.732 0.425
H -5.782 -0.022 -0.261
H -2.364 -1.365 3.316
H -1.437 -1.293 2.114
H -0.199 -2.588 -1.156
H 0.833 -1.477 -1.263
H -0.571 -4.798 -2.059
H 0.226 -4.684 -0.770
H -1.748 3.833 -1.046
H -2.118 4.337 0.339
H 3.034 -1.249 3.062
H 1.906 -0.529 3.782
H 2.542 2.137 1.431
H 1.063 2.005 1.756
H -1.344 0.676 -2.235
H -0.836 2.022 -2.724
H 1.821 2.428 -0.514
H 3.330 2.286 -0.398
H 2.600 -0.591 -2.057
H 3.978 -0.757 -1.438
O -0.554 -0.326 -0.157
O -5.236 0.008 0.533
O -2.343 -1.505 2.362
O 0.687 -2.344 -0.867
O -0.340 -4.175 -1.361
O -1.484 4.472 -0.374
O 2.665 -1.101 3.940
O 1.786 2.643 1.749
O -1.032 1.128 -3.027
O 2.528 1.775 -0.558
O 3.538 -0.592 -2.279
```

Output
**Total charge**: 0
**SMILES string**: O.O.O.O.O.O.O.O.O.O.O
**HOMO-LUMO gap**: 9.4 eV
**HOMO**: -9.947 eV

These are the Löwdin partial charges, in e, on atoms 1 to 2: number 1, H, carries 0.045; number 2, H, carries 0.011

=====

The structure with the least stability is entry 3.